Below is an isolated ion of composition C5H10Cl2N3 and charge +1, with properties calculated with ωB97M-V with the def2-TZVPD basis set.

```
20
Properties=species:S:1:pos:R:3:forces:R:3:nbo_charge:R:1
Cl 2.8140 -0.5738 1.1967 0.444 -0.248 0.268 0.101
Cl 2.0653 -1.0098 -1.5269 0.466 0.442 -0.271 0.111
N 0.0171 1.4672 0.2635 0.748 2.235 1.022 -0.313
N 0.3420 0.1788 0.3690 1.957 -3.257 -0.524 -0.242
N 2.1529 1.4631 -0.3519 -4.998 -2.069 2.464 -0.553
C 1.9173 0.0392 -0.1509 -3.572 0.955 1.543 0.162
C -0.9000 -1.9497 0.8248 -1.173 1.355 0.000 -0.626
C -1.9314 -0.1515 -0.5928 0.606 3.550 -0.214 -0.620
C -0.6352 -0.7916 -0.1980 -0.424 -0.891 1.878 -0.074
C 1.0787 2.1988 0.0003 -0.472 -1.780 -0.903 0.334
H 0.9215 3.2198 -0.0252 0.596 2.039 -0.015 0.250
H -2.6213 -0.8880 -0.8325 -1.305 -1.329 -0.485 0.249
H 2.9283 1.6575 -0.8189 4.006 2.066 -2.376 0.438
H -2.4429 0.6020 0.1044 0.829 -1.386 -0.423 0.205
H -1.0035 -2.9689 0.4928 0.203 -0.136 -0.743 0.241
H -0.2029 -1.9152 1.6129 1.209 -0.121 0.803 0.227
H -0.7614 1.8055 0.8892 1.027 -0.280 -1.149 0.465
H -0.1824 -1.1271 -1.0923 0.183 -0.746 -0.866 0.214
H -1.7047 0.4528 -1.4954 -0.543 -0.282 0.208 0.215
H -1.8516 -1.7090 1.3311 0.214 -0.118 -0.216 0.216
```
Forces are in eV/Å.

## Properties
HOMO level in eV: -13.54
SMILES: CC(C)N1NC=[NH+]C1(Cl)Cl
Energy in hartree: -1280.83677
HOMO-LUMO gap in eV: 9.55
Total charge: +1
Max |F| in eV Å⁻¹: 5.94
Relative energy (zero: lowest compared OMol25 entry of this formula, charge and spin) in kJ/mol: 57.1

Below is one molecule with the formula C5H10ClN, with properties calculated with ωB97M-V with the def2-TZVPD basis set.

```
17
Properties=species:S:1:pos:R:3:forces:R:3:nbo_charge:R:1
Cl 1.7675 0.3510 -1.5223 -0.008 0.168 0.069 -0.073
N 0.8725 1.1401 1.0446 -3.167 -2.870 -3.224 -0.822
C -0.6737 1.5339 -0.8584 2.843 2.705 2.341 -0.626
C -1.0748 -1.5028 -0.8279 1.323 1.654 0.189 -0.399
C -0.1674 -0.8753 -0.0750 -0.816 -1.201 0.043 0.006
C 0.3957 0.5062 -0.3566 -0.716 1.487 2.325 0.118
C 0.3060 -1.4810 1.1927 -0.939 0.976 -0.439 -0.643
H 1.6800 0.6479 1.2877 1.761 -0.102 0.528 0.360
H -1.1960 -1.0139 -1.7529 -1.042 0.141 -1.238 0.189
H -0.1682 -0.8758 1.9331 -0.352 -0.134 1.167 0.237
H -1.6118 -2.3880 -0.5766 0.090 -0.563 0.105 0.210
H 0.1553 -2.5303 1.2807 -0.244 -0.672 0.085 0.220
H -1.3572 1.7536 -0.0080 -0.041 -0.764 -0.913 0.240
H 1.3116 -1.2183 1.2442 2.056 -0.248 0.459 0.198
H -1.0684 1.2840 -1.7877 -1.065 -0.464 -1.322 0.224
H 0.9829 2.0527 0.7508 1.130 2.349 -0.082 0.358
H -0.1540 2.6158 -0.9685 -0.812 -2.464 -0.094 0.203
```
Forces are in eV/Å.

## Properties
HOMO level in eV: -9.38
SMILES: C=C(C)[C@@](C)(N)Cl
Energy in hartree: -711.40163
HOMO-LUMO gap in eV: 10.32
Max |F| in eV Å⁻¹: 5.35
Relative energy (zero: lowest compared OMol25 entry of this formula, charge and spin) in kJ/mol: 141.4

Below is a 2-piece molecular cluster, C5H10ClN2O3 overall, with properties calculated with ωB97M-V with the def2-TZVPD basis set.

```
21
Properties=species:S:1:pos:R:3:forces:R:3:nbo_charge:R:1
Cl 0.7230 -3.9408 0.8346 0.157 0.002 -0.231 0.006
O -1.3263 -2.4331 0.3209 -1.725 -0.131 -0.214 -0.471
O -3.0913 -3.5661 1.3018 -1.118 -0.497 -0.440 -0.235
O 0.6335 -1.4554 0.1950 0.083 -0.074 -0.039 -0.581
N -1.3091 -2.9016 2.4814 1.012 0.597 2.111 -0.425
N -2.0631 -3.1112 1.5757 0.751 0.428 -0.780 0.598
C 1.9637 1.8030 -0.2710 0.480 -0.209 -0.108 -0.752
C 0.3535 2.3407 -2.1417 0.221 0.282 -0.405 -0.749
C 0.6172 1.8050 -0.8162 -0.197 -0.084 0.182 0.607
C -0.4512 1.2339 -0.0475 -0.438 0.149 0.040 -0.787
C -0.0345 -2.4190 0.4468 1.505 -0.264 -0.227 0.752
H -0.2704 0.1337 -0.1114 0.100 0.046 -0.069 0.368
H -1.5900 -3.2464 3.3968 -0.566 -0.288 -0.158 0.401
H -0.4207 3.1113 -2.0866 -0.088 0.002 0.111 0.298
H -0.3638 1.4173 1.0230 0.130 0.025 0.071 0.285
H -0.0918 1.5649 -2.7734 -0.066 -0.150 0.065 0.307
H 2.7303 1.9405 -1.0292 -0.007 0.014 -0.015 0.260
H 1.2364 2.7377 -2.6347 -0.005 -0.023 0.015 0.255
H 2.1511 0.9040 0.3176 -0.071 -0.054 0.070 0.292
H -1.4482 1.4475 -0.4190 -0.023 0.057 -0.053 0.256
H 2.0517 2.6339 0.4374 -0.138 0.171 0.073 0.313
```
Forces are in eV/Å.

## Properties
HOMO level in eV: -14.26
Energy in hartree: -991.50200
HOMO-LUMO gap in eV: 8.80
Total charge: +1
Max |F| in eV Å⁻¹: 2.42
Relative energy (zero: lowest compared OMol25 entry of this formula, charge and spin) in kJ/mol: 176.2

Below is one molecule with the formula C5H10ClNO, with properties calculated with ωB97M-V with the def2-TZVPD basis set.

```
18
Properties=species:S:1:pos:R:3:forces:R:3:nbo_charge:R:1
Cl -1.9589 1.2246 -0.9627 0.469 0.161 0.422 -0.055
O -3.1758 -0.9787 0.4600 1.012 -0.908 0.569 -0.490
N 0.3297 -0.3556 -0.3052 -4.795 -0.296 -0.758 -0.438
C -1.0821 0.1775 0.2175 1.615 -1.456 -0.924 0.053
C -1.9760 -1.0451 0.5131 0.505 0.440 -1.607 0.413
C 0.1667 -0.9908 -1.6772 -4.830 1.036 1.991 -0.419
C 1.3267 0.6299 -0.3066 0.217 1.424 3.498 -0.415
C -0.9205 0.7618 1.5969 -0.441 -1.712 -0.838 -0.642
H -1.2588 -1.9065 0.6817 -1.227 -0.014 0.413 0.136
H 1.4870 0.9782 0.7903 0.046 -0.630 -1.679 0.188
H 2.1829 0.1029 -0.5955 1.734 -0.124 -0.627 0.206
H 1.1494 1.5475 -0.8281 -0.181 0.487 -0.998 0.183
H -1.8550 0.8612 2.0904 -0.853 0.001 0.420 0.235
H -0.2781 0.0612 2.0859 0.326 -0.453 0.787 0.229
H -0.4354 -0.3250 -2.4341 1.067 -1.155 1.445 0.198
H -0.4171 -1.9561 -1.4707 0.977 1.219 -0.813 0.200
H 1.0991 -1.1299 -2.0381 2.929 -0.901 -1.241 0.195
H -0.4538 1.6602 1.5775 1.430 2.880 -0.058 0.224
```
Forces are in eV/Å.

## Properties
HOMO level in eV: -9.42
SMILES: CN(C)[C@@](C)(Cl)C=O
Energy in hartree: -786.63321
HOMO-LUMO gap in eV: 10.21
Max |F| in eV Å⁻¹: 5.33
Relative energy (zero: lowest compared OMol25 entry of this formula, charge and spin) in kJ/mol: 207.8

Below is one molecule with the formula C5H10ClPS, with properties calculated with ωB97M-V with the def2-TZVPD basis set.

```
18
Properties=species:S:1:pos:R:3:forces:R:3:nbo_charge:R:1
Cl 2.5308 -1.7859 -0.0669 1.267 -1.590 0.086 0.041
S -1.0304 -2.9117 0.1484 -0.191 -0.831 0.140 -0.571
P -0.6640 -1.0504 -0.0721 -2.050 1.401 -0.546 1.342
C 0.2450 -0.5849 -1.5221 2.186 3.402 2.625 -0.796
C 1.9905 -0.2455 -0.4427 -4.521 1.032 -1.117 -0.187
C 0.2089 -0.2426 1.2656 0.861 -1.210 2.746 -0.818
C 1.5044 0.4674 0.8569 1.696 -0.281 -0.268 -0.451
C -2.1814 0.0495 -0.1470 -0.321 -0.432 -1.804 -0.986
H 2.4247 0.2745 -1.2649 1.085 0.311 0.055 0.227
H -2.5751 -0.0537 -1.1669 0.408 -0.047 -0.288 0.238
H 0.3842 -1.1697 1.9093 0.165 1.338 -0.445 0.273
H -3.0785 -0.2947 0.3455 0.218 -0.134 1.119 0.257
H -0.4781 0.3930 1.8561 0.392 -0.249 -0.397 0.255
H -2.0311 1.1309 -0.0597 0.280 -0.251 0.479 0.229
H 1.3079 1.5200 0.7528 -0.217 0.481 -0.770 0.221
H -0.0640 0.5028 -1.7686 0.655 -1.930 -0.217 0.232
H 2.4282 0.5159 1.5821 -1.957 -0.765 -0.898 0.241
H 0.4528 -1.2996 -2.2839 0.043 -0.246 -0.500 0.254
```
Forces are in eV/Å.

## Properties
HOMO level in eV: -8.38
Energy in hartree: -1396.18698
HOMO-LUMO gap in eV: 9.03
Max |F| in eV Å⁻¹: 4.82
Relative energy (zero: lowest compared OMol25 entry of this formula, charge and spin) in kJ/mol: 186.4

Below is one molecule with the formula C5H10ClPS, with properties calculated with ωB97M-V with the def2-TZVPD basis set.

```
18
Properties=species:S:1:pos:R:3:forces:R:3:lowdin_spin:R:1
Cl 4.1860 0.7067 -0.1112 0.920 0.362 -0.579 0.158
S 2.0273 -1.6163 -0.4668 0.219 -0.213 -0.011 0.126
P 2.6114 -0.0999 0.8169 -0.595 -0.441 0.823 0.654
C -0.5339 -1.5792 0.6466 0.017 -0.202 -0.088 0.012
C -0.1094 1.2305 -0.0072 -1.058 0.629 0.272 0.666
C 0.2324 -1.2496 -0.6166 0.217 0.437 -0.034 0.073
C -1.4619 1.5707 0.5754 0.719 -0.187 -0.572 0.091
C 0.0373 0.2281 -1.0803 0.065 -0.774 -0.241 0.105
H -0.2876 -0.8670 1.4301 -0.022 0.015 0.136 0.007
H -0.0577 -1.9314 -1.4216 -0.012 0.152 0.017 0.003
H -1.6046 -1.5308 0.4508 -0.101 0.047 0.064 0.001
H -1.7480 2.5583 0.2064 -0.213 0.101 0.084 0.025
H -1.4561 1.6155 1.6623 0.009 0.005 0.170 0.020
H 0.6354 2.0033 0.0806 0.294 -0.005 0.149 0.036
H -0.8630 0.2070 -1.7011 -0.103 0.208 -0.131 0.018
H -0.2911 -2.5802 0.9916 -0.021 -0.093 0.054 0.001
H -2.2105 0.8526 0.2514 -0.151 -0.039 0.062 0.000
H 0.8939 0.4818 -1.7072 -0.183 -0.003 -0.175 0.004
```
Forces are in eV/Å.

## Properties
Multiplicity: 3
HOMO level (spin up / spin down) in eV: -7.04 / -9.30
Energy in hartree: -1396.17822
HOMO-LUMO gap (spin up / spin down) in eV: 7.84 / 8.13
Max |F| in eV Å⁻¹: 1.26
Relative energy (zero: lowest compared OMol25 entry of this formula, charge and spin) in kJ/mol: 0.0

Below is C5H10DyO3 as an isolated structure, with properties calculated with ωB97M-V with the def2-TZVPD basis set.

```
19
Properties=species:S:1:pos:R:3:forces:R:3:lowdin_spin:R:1
Dy 0.0212 -4.6768 1.3869 0.105 0.820 -0.463 4.958
O 1.5560 -0.3928 -0.2478 0.843 -0.363 0.694 0.002
O 0.3099 -2.1883 0.0956 -0.351 -1.277 1.368 0.032
O -0.5699 -0.1377 -0.1710 -0.978 -0.014 1.688 0.002
C 2.2732 0.4476 0.6601 1.694 0.385 0.146 0.000
C -1.3305 -0.2053 -1.3866 -0.207 0.006 -0.798 0.000
C 1.5250 1.4586 1.4937 -0.421 0.208 0.165 0.000
C -2.7397 0.2879 -1.1489 -0.064 0.156 0.054 0.000
C 0.4164 -0.9811 0.0438 -0.127 0.664 -2.994 0.004
H -3.2004 -0.2293 -0.2969 0.130 0.106 -0.246 0.000
H 1.2591 1.0282 2.4679 -0.323 0.182 -0.301 0.000
H -2.7461 1.3694 -0.9567 -0.044 -0.336 0.004 0.000
H -0.7761 0.4462 -2.0713 -0.272 -0.119 -0.120 0.000
H 0.6492 1.8525 0.9627 0.133 -0.172 0.278 0.000
H 2.9986 0.9579 0.0145 -0.267 -0.209 0.085 0.000
H -1.3254 -1.2183 -1.8060 0.070 0.034 0.344 0.000
H 2.1722 2.3210 1.7055 -0.035 -0.345 -0.114 0.000
H 2.8521 -0.2312 1.2985 -0.045 0.183 -0.011 0.000
H -3.3450 0.0915 -2.0439 0.160 0.092 0.220 0.000
```
Forces are in eV/Å.

## Properties
Multiplicity: 6
HOMO level (spin up / spin down) in eV: -10.41 / -13.64
Energy in hartree: -1306.96921
HOMO-LUMO gap (spin up / spin down) in eV: 6.74 / 10.19
Total charge: +1
Max |F| in eV Å⁻¹: 3.07
Relative energy (zero: lowest compared OMol25 entry of this formula, charge and spin) in kJ/mol: 0.0

Below is C5H10EuO3 as an isolated structure, with properties calculated with ωB97M-V with the def2-TZVPD basis set.

```
19
Properties=species:S:1:pos:R:3:forces:R:3:lowdin_spin:R:1
Eu -0.6299 -0.8451 -1.1676 2.505 -3.394 -3.275 7.138
O 1.2549 0.3706 -1.5620 1.045 0.899 -0.195 -0.004
O -2.1677 -0.2263 -0.1108 -4.348 1.699 3.228 0.043
O 0.1806 0.2814 0.7295 1.744 -0.439 -2.225 0.028
C 1.9278 0.2320 -2.8129 0.405 0.184 -0.078 0.003
C -0.7211 0.0099 1.7269 -2.676 1.811 -0.539 0.175
C 2.1089 0.7732 -0.4894 0.595 0.210 0.246 0.003
C 1.2369 1.2322 0.6562 -0.883 0.162 0.438 0.000
C -2.0664 -0.0249 1.1552 1.798 0.005 1.113 0.211
H 2.7514 1.6033 -0.8133 -0.094 -0.173 0.045 0.000
H 1.1940 -0.1482 -3.5309 0.230 0.044 0.012 0.001
H 2.2956 1.2128 -3.1409 -0.111 -0.256 -0.044 0.000
H -2.9347 0.0021 1.8243 0.096 -0.109 -0.319 0.006
H 2.7750 -0.4598 -2.7092 -0.234 0.091 -0.138 0.000
H -0.6271 0.8514 2.4310 -0.079 -1.199 1.187 0.006
H 0.7459 2.1857 0.4183 0.545 0.137 0.266 0.000
H -0.3618 -1.6742 1.2119 -0.320 -0.092 0.576 0.389
H 1.7953 1.2460 1.6001 -0.056 0.273 -0.225 0.000
H 2.7464 -0.0743 -0.1967 -0.162 0.146 -0.074 0.001
```
Forces are in eV/Å.

## Properties
Multiplicity: 9
HOMO level (spin up / spin down) in eV: -10.85 / -12.33
Energy in hartree: -1132.14227
HOMO-LUMO gap (spin up / spin down) in eV: 7.23 / 8.08
Total charge: +1
Max |F| in eV Å⁻¹: 5.68
Relative energy (zero: lowest compared OMol25 entry of this formula, charge and spin) in kJ/mol: 81.8

Copy entry 6 word for word.
Below is one molecule with the formula C5H10ClPS, with properties calculated with ωB97M-V with the def2-TZVPD basis set.

```
18
Properties=species:S:1:pos:R:3:forces:R:3:lowdin_spin:R:1
Cl 4.1860 0.7067 -0.1112 0.920 0.362 -0.579 0.158
S 2.0273 -1.6163 -0.4668 0.219 -0.213 -0.011 0.126
P 2.6114 -0.0999 0.8169 -0.595 -0.441 0.823 0.654
C -0.5339 -1.5792 0.6466 0.017 -0.202 -0.088 0.012
C -0.1094 1.2305 -0.0072 -1.058 0.629 0.272 0.666
C 0.2324 -1.2496 -0.6166 0.217 0.437 -0.034 0.073
C -1.4619 1.5707 0.5754 0.719 -0.187 -0.572 0.091
C 0.0373 0.2281 -1.0803 0.065 -0.774 -0.241 0.105
H -0.2876 -0.8670 1.4301 -0.022 0.015 0.136 0.007
H -0.0577 -1.9314 -1.4216 -0.012 0.152 0.017 0.003
H -1.6046 -1.5308 0.4508 -0.101 0.047 0.064 0.001
H -1.7480 2.5583 0.2064 -0.213 0.101 0.084 0.025
H -1.4561 1.6155 1.6623 0.009 0.005 0.170 0.020
H 0.6354 2.0033 0.0806 0.294 -0.005 0.149 0.036
H -0.8630 0.2070 -1.7011 -0.103 0.208 -0.131 0.018
H -0.2911 -2.5802 0.9916 -0.021 -0.093 0.054 0.001
H -2.2105 0.8526 0.2514 -0.151 -0.039 0.062 0.000
H 0.8939 0.4818 -1.7072 -0.183 -0.003 -0.175 0.004
```
Forces are in eV/Å.

## Properties
Multiplicity: 3
HOMO level (spin up / spin down) in eV: -7.04 / -9.30
Energy in hartree: -1396.17822
HOMO-LUMO gap (spin up / spin down) in eV: 7.84 / 8.13
Max |F| in eV Å⁻¹: 1.26
Relative energy (zero: lowest compared OMol25 entry of this formula, charge and spin) in kJ/mol: 0.0

> Which value of relative energy (zero: lowest compared OMol25 entry of this formula, charge and spin) does entry 4 give?

207.8 kJ/mol